1.
Entry from the Open Molecules 2025 dataset: a structure of composition C27H32Br3N3O12 at a distorted geometry (ωB97M-V/def2-TZVPD).

```
! RIJCOSX wB97M-V def2-TZVPD def2/J DEFGRID3
* xyz 0 1
C 18.29 15.41 1.97
C 18.96 16.63 1.89
C 20.02 16.70 1.08
C 20.45 15.63 0.29
C 19.68 14.41 0.35
C 18.67 14.29 1.30
N 21.75 15.65 -0.44
O 22.07 14.56 -0.94
O 22.47 16.62 -0.53
H 17.48 15.32 2.68
H 18.78 17.48 2.53
H 20.74 17.49 1.24
H 19.96 13.60 -0.31
H 18.18 13.34 1.44
C 15.77 5.64 8.29
C 15.99 6.59 7.35
C 16.82 6.38 6.24
C 17.39 5.11 6.10
C 17.10 4.09 6.98
C 16.29 4.33 8.11
N 18.24 4.89 4.87
O 18.67 3.72 4.75
O 18.37 5.81 4.06
H 15.08 5.80 9.11
H 15.56 7.58 7.46
H 17.04 7.24 5.62
H 17.62 3.14 6.97
H 16.03 3.60 8.86
C 24.20 1.53 -8.86
C 24.01 2.88 -8.87
C 24.89 3.69 -9.55
C 25.97 3.07 -10.23
C 26.13 1.70 -10.18
C 25.16 0.87 -9.54
N 26.93 3.97 -10.91
O 26.88 5.17 -10.65
O 27.80 3.54 -11.65
H 23.47 0.99 -8.28
H 23.16 3.23 -8.29
H 24.79 4.77 -9.50
H 27.04 1.22 -10.51
H 25.13 -0.19 -9.74
C 18.15 0.56 -3.86
C 17.01 1.17 -4.64
O 17.29 1.40 -6.02
C 16.31 1.93 -6.79
O 15.13 2.10 -6.46
O 16.83 2.18 -8.00
C 15.95 2.64 -9.02
H 19.03 1.18 -3.76
H 18.26 -0.42 -4.34
H 17.88 0.25 -2.85
H 16.56 2.03 -4.14
H 16.15 0.51 -4.55
H 15.01 2.08 -9.01
H 16.40 2.67 -10.01
H 15.75 3.71 -8.90
C 22.76 13.76 -10.50
C 22.76 13.46 -8.93
O 22.38 14.61 -8.29
C 21.11 14.94 -7.78
O 20.11 14.18 -7.68
O 21.14 16.23 -7.39
C 20.07 16.82 -6.69
H 22.74 12.83 -11.08
H 23.61 14.35 -10.84
H 21.88 14.30 -10.85
H 23.73 13.20 -8.50
H 22.04 12.68 -8.68
H 19.13 16.70 -7.22
H 20.18 17.88 -6.50
H 19.96 16.45 -5.67
C 22.67 7.78 -3.30
Br 23.08 5.86 -2.97
Br 21.07 7.87 -4.42
Br 24.20 8.64 -4.25
H 22.50 8.30 -2.36
*
```

Energy = -267674.261 eV
Energy above the lowest of the compared OMol25 structures with the same formula, charge and spin = 0.0000 eV
Frontier orbital gap = 9.23 eV

Atomic partial charges in e from the Löwdin method, atoms 1 to 4:
1. C -0.0804
2. C -0.0747
3. C -0.0480
4. C -0.0985

=====

2.
Entry from the Open Molecules 2025 dataset: an isolated molecule of C16H19N3O4 (ωB97M-V/def2-TZVPD).

```
! RIJCOSX wB97M-V def2-TZVPD def2/J DEFGRID3
* xyz 0 1
C 2.47 1.98 1.76
C 1.55 1.31 0.79
N 2.07 0.36 0.05
C 3.43 -0.11 0.08
C 3.63 -1.20 -0.96
H 2.97 -2.04 -0.76
H 3.39 -0.79 -1.95
C 5.08 -1.68 -0.98
O 5.91 -0.59 -1.30
H 6.82 -0.90 -1.38
H 5.19 -2.49 -1.72
H 5.35 -2.08 0.01
H 4.13 0.71 -0.13
H 3.67 -0.50 1.08
H 1.41 -0.08 -0.61
C 0.19 1.66 0.65
C -0.62 0.95 -0.32
O -0.20 0.06 -1.06
N -1.95 1.30 -0.45
C -2.58 2.29 0.28
O -3.74 2.59 0.14
N -1.77 2.92 1.18
C -0.42 2.69 1.45
O 0.09 3.38 2.32
H -2.20 3.65 1.73
C -2.78 0.56 -1.41
C -3.35 -0.67 -0.77
C -2.71 -1.90 -0.90
C -3.23 -3.03 -0.28
C -4.39 -2.93 0.47
C -5.03 -1.71 0.60
C -4.52 -0.59 -0.01
H -5.01 0.37 0.09
H -5.94 -1.64 1.19
H -4.80 -3.81 0.95
H -2.73 -3.98 -0.39
H -1.80 -1.96 -1.47
H -2.14 0.30 -2.25
H -3.57 1.24 -1.73
H 2.86 1.24 2.46
H 3.31 2.41 1.22
H 1.96 2.75 2.32
*
```

Energy = -29562.889 eV
SMILES string = C/C(NCCCO)=C1\C(=O)NC(=O)N(Cc2ccccc2)C1=O
Energy above the lowest of the compared OMol25 structures with the same formula, charge and spin = 0.0000 eV
Frontier orbital gap = 9.27 eV

Atomic partial charges in e from the natural (NBO) method, atoms 1 to 4:
1. C -0.7000
2. C 0.4237
3. N -0.5324
4. C -0.2232

=====

3.
Entry from the Open Molecules 2025 dataset: a cluster of 12 separate species, C38H49BBrF9N3O37S in total at a distorted geometry (ωB97M-V/def2-TZVPD).

```
! RIJCOSX wB97M-V def2-TZVPD def2/J DEFGRID3
* xyz 1 1
N 0.00 -1.60 -0.66
C 0.07 -1.50 0.65
N -0.77 -0.80 1.40
S -2.27 -0.24 0.78
O -2.76 0.64 1.72
O -2.10 0.26 -0.51
C -3.56 -1.64 0.80
F -4.04 -1.66 2.02
F -4.48 -1.22 -0.02
C -3.07 -3.04 0.46
F -2.54 -3.05 -0.76
F -2.13 -3.32 1.37
C -4.16 -4.13 0.56
F -5.29 -3.71 -0.02
F -4.39 -4.37 1.84
C -3.72 -5.45 -0.12
F -4.46 -6.43 0.37
F -2.44 -5.71 0.10
F -3.94 -5.37 -1.42
N 1.04 -2.08 1.40
Br 0.89 -3.96 1.43
B 2.47 -1.65 1.04
O 3.18 -2.18 0.04
O 2.94 -0.66 1.73
H -0.20 -0.82 -1.25
H 0.21 -2.48 -1.10
H -0.86 -1.21 2.33
H 3.01 -3.12 -0.10
H 2.32 -0.50 2.45
C -2.23 -5.37 5.85
C -2.89 -4.21 5.12
O -1.74 -3.39 4.77
C -0.65 -4.18 4.76
O 0.42 -3.84 4.36
O -0.92 -5.40 5.24
H -2.74 -6.31 5.71
H -2.11 -5.18 6.92
H -3.39 -4.53 4.20
H -3.59 -3.66 5.73
C 2.65 3.61 1.32
C 1.26 3.30 0.81
O 0.97 2.06 1.50
C 1.73 2.02 2.61
O 1.61 1.18 3.46
O 2.64 2.98 2.63
H 2.84 4.68 1.40
H 3.43 3.15 0.72
H 0.53 4.05 1.09
H 1.23 3.16 -0.27
C -7.78 -1.52 -1.25
C -7.69 -0.89 0.13
O -8.66 0.15 0.06
C -9.57 -0.18 -0.90
O -10.59 0.39 -1.09
O -9.14 -1.26 -1.61
H -7.59 -2.59 -1.26
H -7.12 -1.04 -1.97
H -7.97 -1.59 0.93
H -6.71 -0.48 0.35
C 7.32 -2.05 -2.45
C 7.18 -1.10 -1.26
O 6.30 -0.10 -1.79
C 5.59 -0.64 -2.81
O 4.67 -0.11 -3.34
O 6.08 -1.85 -3.14
H 7.44 -3.09 -2.16
H 8.14 -1.76 -3.11
H 6.69 -1.57 -0.41
H 8.12 -0.66 -0.94
C -7.20 -7.13 3.15
C -7.80 -7.75 4.41
O -6.77 -7.48 5.38
C -6.06 -6.42 4.97
O -5.26 -5.85 5.64
O -6.37 -6.09 3.69
H -7.95 -6.72 2.48
H -6.57 -7.83 2.60
H -8.72 -7.26 4.72
H -7.97 -8.81 4.33
C -3.62 4.60 4.00
C -4.40 5.76 3.41
O -3.39 6.79 3.35
C -2.19 6.22 3.31
O -1.17 6.78 3.09
O -2.28 4.89 3.56
H -3.94 3.63 3.64
H -3.62 4.59 5.09
H -4.75 5.55 2.40
H -5.23 6.07 4.03
C -3.11 4.16 -2.30
C -2.87 3.08 -1.26
O -3.32 3.72 -0.05
C -4.20 4.69 -0.39
O -4.92 5.28 0.35
O -4.20 4.88 -1.73
H -3.39 3.76 -3.27
H -2.26 4.82 -2.42
H -3.48 2.19 -1.42
H -1.83 2.78 -1.19
C 7.28 4.62 -0.86
C 6.69 3.27 -0.46
O 5.30 3.58 -0.31
C 5.03 4.68 -1.05
O 3.93 5.08 -1.26
O 6.16 5.24 -1.50
H 8.12 4.54 -1.54
H 7.57 5.22 0.01
H 6.80 2.52 -1.24
H 7.11 2.88 0.47
C 4.20 1.26 -6.55
C 4.31 2.77 -6.70
O 5.57 2.92 -7.38
C 5.84 1.77 -8.03
O 6.72 1.63 -8.81
O 4.97 0.80 -7.68
H 3.18 0.89 -6.61
H 4.67 0.90 -5.64
H 3.52 3.19 -7.34
H 4.32 3.30 -5.76
C 0.86 -1.76 7.11
C 2.34 -2.12 7.10
O 2.56 -2.49 8.47
C 1.38 -2.87 9.02
O 1.26 -3.39 10.07
O 0.36 -2.58 8.18
H 0.36 -1.99 6.18
H 0.69 -0.71 7.36
H 2.54 -2.98 6.46
H 2.98 -1.30 6.81
C 7.22 4.01 -12.52
C 6.60 4.12 -11.13
O 6.86 5.49 -10.79
C 7.03 6.19 -11.93
O 7.09 7.37 -11.99
O 7.10 5.36 -13.00
H 6.69 3.33 -13.17
H 8.27 3.74 -12.48
H 5.52 3.96 -11.14
H 7.05 3.44 -10.41
*
```

Energy = -226435.261 eV
Frontier orbital gap = 6.23 eV

Atomic partial charges in e from the Löwdin method, atoms 1 to 4:
1. N 0.2700
2. C -0.5032
3. N 0.1017
4. S 0.7187

=====

no.,lowest unoccupied orbital energy (eV)
1,-0.8
2,0.5
3,-5.5